A molecular structure, C20H38Ge2N2Pd. Source: the OMol25 dataset; level of theory: ωB97M-V/def2-TZVPD.

Results
Frontier orbital gap (spin up / spin down), eV: 3.90 / 3.87
Largest force on an atom, eV Å⁻¹: 4.06
Multiplicity: 1
HOMO level (spin up / spin down), eV: -20.86 / -20.84
Net charge: +4

Last column: Mulliken charge in e.
Atoms and positions in Å:
Pd 0.88627 1.34127 -0.27919  0.06
N 3.15457 1.40847 -0.26819  -0.39
C 3.76117 2.15577 0.84881  -0.61
C 3.75977 3.67077 0.64131  -0.83
C 2.66337 4.41127 1.41391  -1.08
C 1.24327 3.88507 1.19931  0.00
N 0.92277 3.59157 -0.21289  -0.55
H 3.52567 0.45497 -0.26559  0.26
H 3.44227 1.83717 -1.15769  0.25
H 4.80537 1.82777 0.95671  0.48
H 3.25537 1.88307 1.78611  0.35
H 3.72717 3.90297 -0.42799  0.44
H 4.71187 4.07187 1.00061  0.37
H 2.71157 5.46977 1.13881  0.40
H 2.87597 4.37067 2.48371  0.39
H 0.54057 4.62127 1.60451  0.44
H 1.09597 2.95697 1.79101  0.13
H 1.62737 4.00787 -0.83019  0.24
H 0.02097 3.99387 -0.48119  0.30
C -3.77543 1.88067 1.69571  -1.14
C -2.31763 2.12687 1.49101  -0.42
Ge -1.58943 1.17477 -0.26489  -0.07
C -2.32893 2.12007 -2.02009  -0.39
C -3.78413 1.85977 -2.21089  -1.10
C -2.15893 -0.71373 -0.23109  -0.63
C -1.30243 -1.76153 -0.23309  0.81
Ge 0.68657 -1.17253 -0.23439  0.64
C 1.69737 -1.52653 -2.06179  -0.32
C 1.89257 -2.97293 -2.41019  -1.16
C 1.73497 -1.51433 1.55971  -0.21
C 1.90957 -2.97153 1.89451  -1.20
C -1.68043 -3.15013 -0.23989  0.94
C -0.70333 -4.17023 -0.22399  0.02
C -1.04043 -5.50413 -0.19869  -1.08
C -2.38713 -5.88213 -0.24319  -0.41
C -3.36683 -4.88853 -0.21609  -0.84
C -3.04103 -3.55393 -0.26689  -0.44
H -4.06853 2.41517 2.61501  0.38
H -4.02503 0.83587 1.86541  0.35
H -4.40453 2.29887 0.91161  0.31
H -1.71313 1.71187 2.30021  0.41
H -2.09273 3.18497 1.34841  0.39
H -1.71963 1.70457 -2.82569  0.42
H -2.11093 3.18007 -1.88249  0.39
H -4.02773 0.81247 -2.37709  0.37
H -4.08663 2.39057 -3.13069  0.38
H -4.41163 2.27887 -1.42519  0.28
H -3.23183 -0.88583 -0.19649  0.57
H 2.65697 -1.02693 -1.90669  0.36
H 1.12427 -0.99863 -2.82749  0.42
H 2.46727 -3.51993 -1.66419  0.33
H 2.48897 -3.00663 -3.33389  0.40
H 0.96317 -3.49373 -2.63249  0.38
H 1.19107 -0.98853 2.34701  0.42
H 2.70187 -1.03223 1.39831  0.28
H 0.97137 -3.47643 2.11351  0.37
H 2.51207 -3.02703 2.81121  0.40
H 2.46407 -3.52003 1.13531  0.34
H 0.34417 -3.88773 -0.26399  0.53
H -0.27553 -6.26793 -0.16219  0.48
H -2.65473 -6.92783 -0.30269  0.50
H -4.40953 -5.17913 -0.12569  0.46
H -3.82913 -2.81713 -0.31649  0.44